Density functional theory data (ωB97M-V/def2-TZVPD) for 16 unconnected molecules or ions with the total composition C3H40NO16.

```
60
Properties=species:S:1:pos:R:3:forces:R:3
C 0.20424 0.74411 -0.41476 1.009 0.274 0.452
O -0.31918 0.98173 -1.71088 -0.947 -0.168 -0.320
C -0.07696 -0.72044 -0.02293 0.005 0.534 0.169
C 0.75925 -1.09055 1.18620 1.272 0.026 0.387
N -1.56127 -0.85093 0.31502 0.426 0.691 -0.449
H 1.33707 0.90995 -0.45672 -1.786 -0.352 0.356
H -0.28566 1.49654 0.29100 1.012 -1.337 -0.797
H 0.23180 1.62536 -2.17047 0.552 0.538 -0.134
H 0.16881 -1.41271 -0.85117 -0.229 0.598 0.433
H 0.70753 -2.18302 1.35167 -0.144 0.674 0.241
H 0.44873 -0.49281 2.08460 0.420 -0.734 -0.799
H 1.86774 -0.89360 0.98153 -1.576 -0.027 0.234
H -1.91157 0.09602 0.72281 0.178 -1.049 -0.216
H -2.13218 -1.08836 -0.53052 0.274 0.203 0.698
H -1.68182 -1.59952 1.01233 -0.218 0.131 -0.093
H 4.34418 1.29145 0.85907 -1.188 -0.240 -0.422
H 3.55712 0.92899 -0.38400 0.716 -1.032 -3.903
O 3.43815 1.14614 0.48717 0.945 1.095 4.647
H -0.07455 -5.06480 0.04344 -0.095 0.620 0.112
H -0.62898 -3.66257 -0.49084 0.352 -0.859 0.623
O -0.19635 -4.13213 0.29444 -0.288 0.053 -0.755
H -0.37103 3.63794 2.50448 -0.212 1.042 0.668
H 0.04107 2.17179 2.71840 0.466 -0.258 0.631
O -0.16964 2.84343 2.03930 -0.086 -0.478 -0.637
H -2.22861 -3.43021 -2.14688 0.551 0.436 0.519
H -1.12091 -2.35435 -2.27838 0.530 0.776 -1.032
O -1.58100 -2.90485 -1.63219 -1.263 -1.300 0.284
H -1.65802 2.10889 1.64007 -0.677 -0.217 -0.378
H -2.69866 1.99924 0.47177 -0.178 0.434 -0.459
O -2.40572 1.57107 1.27731 0.390 -0.284 0.993
H 2.71612 -0.70184 -2.43768 -0.208 -0.823 -0.410
H 2.80598 -2.09404 -3.16299 0.712 -0.514 -0.535
O 2.24069 -1.55188 -2.63864 -0.351 0.940 0.923
H 2.84215 1.51547 -2.32539 -0.761 0.766 -0.172
H 4.21360 1.01507 -2.71597 0.352 -0.152 -0.120
O 3.45458 0.78630 -2.17680 0.605 -0.375 0.031
H -2.28415 -3.49176 2.51745 -2.345 -1.555 0.888
H -1.07794 -3.49640 1.61982 0.554 -0.578 -0.432
O -1.58114 -2.96692 2.25743 1.633 1.764 -0.523
H -3.49443 0.58566 -1.33959 0.145 1.449 -0.120
H -4.36297 -0.46762 -1.97665 -0.464 -0.232 -0.469
O -3.72627 -0.32795 -1.28738 -0.003 -1.458 0.440
H -0.03527 0.28230 4.04414 -0.059 -0.259 0.158
H 1.28534 0.98408 4.37658 1.292 -0.148 0.558
O 0.45102 1.12563 3.97663 -1.274 0.515 -0.713
H 1.66841 3.55376 -2.78206 -0.012 -0.258 -0.128
H 1.68554 3.07422 -1.27870 -0.176 -0.466 -0.765
O 1.62594 2.73656 -2.26654 0.089 0.978 1.090
H -0.42458 -0.39177 -2.70612 -0.057 -0.609 -0.637
H 0.58317 -1.44629 -3.11363 0.895 -0.177 -0.156
O -0.34434 -1.22820 -3.23154 -1.023 0.593 0.292
H 2.51259 2.57481 0.48027 -0.532 0.382 0.203
H 1.05359 3.12308 0.93906 1.388 0.163 -0.914
O 1.83634 3.27803 0.30934 -0.635 -0.134 0.374
H -0.95837 -1.86330 3.46277 -0.631 -1.508 -1.410
H -0.49625 -1.83414 4.93013 -0.075 -0.085 -0.037
O -0.65921 -1.30377 4.14686 0.712 1.581 1.784
H -1.86634 1.79681 -1.61893 0.705 -0.050 -0.338
H -2.95639 2.90208 -1.86568 -0.082 0.482 -0.454
O -2.71101 2.16022 -1.32708 -0.598 -0.022 0.536
```
Positions in Å, forces in eV/Å.

Output
2S+1: 1
Net charge: +1
Largest force on an atom: 4.9 eV Å⁻¹
Energy: -38008.4621 eV